1.
Below is a molecular structure, C21H26CaCl5CsKN3O9S in a non-equilibrium geometry, with properties calculated with ωB97M-V/def2-TZVPD.

Atoms and positions in Å:
O  -0.30940  6.28541  0.59766
C  -0.33021  5.08590  0.41222
C  -0.58533  4.54367  -0.99617
C  -0.42511  3.16339  -1.22637
C  0.02847  2.27766  -0.00122
O  0.37410  1.07746  -0.26125
C  0.02020  2.78739  1.44627
C  0.14661  1.86746  2.64055
C  -0.78325  0.64058  2.41872
C  -2.13039  1.13042  1.82788
C  -3.26497  0.13146  2.05557
S  -4.83771  0.84915  1.36211
C  -4.50554  2.39586  0.58449
N  -4.09498  2.52020  -0.64048
N  -3.94866  3.86444  -0.88589
C  -4.29268  4.47439  0.19064
O  -4.66050  3.62383  1.16787
C  -0.13994  4.12433  1.60307
H  -0.90623  5.23704  -1.81038
H  -0.61401  2.69401  -2.24140
H  -0.25988  2.40315  3.51133
H  1.17713  1.59689  2.90830
H  -0.98392  0.19613  3.39960
H  -0.30520  -0.07740  1.74449
H  -2.04866  1.21919  0.73376
H  -2.35794  2.10297  2.29665
H  -3.44596  -0.11909  3.10479
H  -3.03884  -0.74454  1.43717
H  -4.31674  5.54394  0.36754
H  -0.14414  4.52734  2.61498
C  -0.26017  -2.74798  2.59574
O  -1.52575  -2.72110  2.19816
H  -0.06344  -2.38779  3.63173
H  0.24491  -3.73733  2.59001
H  0.45184  -2.12032  2.00274
Ca  0.77247  5.48999  -2.91790
C  -4.68887  -4.66030  1.28195
Cl  -3.13312  -4.91475  0.44297
Cl  -4.86973  -2.95924  1.59398
Cl  -6.02463  -5.22817  0.24944
Cl  -4.69329  -5.57731  2.82186
O  -0.71645  1.43204  5.56326
H  -1.52189  1.52885  6.08300
H  -0.02915  1.28560  6.22132
C  -0.89184  -2.76880  -1.51539
O  -1.82223  -2.01248  -1.82343
O  0.24351  -2.36423  -1.09859
O  -0.94965  -4.04202  -1.57728
N  5.16460  -0.42328  -2.81615
C  4.40335  -0.18284  -1.74801
C  3.04429  -0.45571  -1.69311
C  2.43597  -1.00796  -2.81113
C  3.20972  -1.26460  -3.93004
C  4.56200  -0.95565  -3.87851
H  4.92109  0.25129  -0.89716
H  2.47138  -0.24213  -0.79129
H  1.37591  -1.23518  -2.80403
H  2.77648  -1.69524  -4.82222
H  5.20836  -1.14186  -4.73063
Cs  -2.97504  -7.50665  0.25470
K  1.95237  2.43805  -1.13898
Cl  -3.96928  -3.63381  4.31113
C  7.67971  -3.50641  -5.46738
O  7.57027  -3.30929  -4.06325
H  8.13288  -4.47912  -5.64259
H  6.68940  -3.48347  -5.93191
H  8.31119  -2.73144  -5.91095
H  7.16862  -2.44570  -3.92617

Total charge = 0
Frontier orbital gap = 2.61 eV
Electronic energy = -153838.330 eV
E_HOMO = -5.7822 eV

---

2.
Below is 5 unconnected molecules or ions with the total composition C21H26Cl16F3NO2PS in a non-equilibrium geometry, with properties calculated with ωB97M-V/def2-TZVPD.

Atoms and positions in Å:
C  -0.52297  -1.16483  3.40258
C  -0.14928  -1.80467  2.03475
P  -1.57985  -2.30004  1.01041
C  -0.83433  -3.25614  -0.39382
C  -2.42553  -0.84368  0.18389
C  -1.73138  -0.23182  -1.06141
C  -0.29261  0.24993  -0.87033
C  -0.19083  1.53346  -0.05025
C  0.47708  1.68155  1.16841
C  0.46034  2.88864  1.87646
C  -0.21557  3.97620  1.33890
C  -0.85147  3.85293  0.11097
C  -0.85063  2.65066  -0.58591
C  -3.74161  -1.41879  -0.37183
N  -4.57836  -2.02394  0.69339
C  -4.91218  -1.07981  1.81666
C  -4.30292  0.31055  1.62252
S  -5.29887  1.43490  0.59047
O  -5.52931  2.64290  1.32181
O  -4.67405  1.68629  -0.68051
C  -6.96126  0.68096  0.23655
F  -7.65703  0.55501  1.35551
F  -7.58592  1.53699  -0.54277
F  -6.85794  -0.47889  -0.42920
C  -2.82433  0.30236  1.17145
H  -0.03723  -1.65493  4.24135
H  -1.60372  -1.08491  3.52769
H  -0.15944  -0.13351  3.38888
H  0.57994  -1.16492  1.53863
H  0.38194  -2.73506  2.25800
H  -0.72454  -4.28835  -0.07083
H  -1.49737  -3.17281  -1.25454
H  0.13815  -2.83779  -0.65996
H  -1.73525  -0.99222  -1.85057
H  -2.35817  0.59119  -1.41799
H  0.07187  0.52624  -1.86755
H  0.37934  -0.53192  -0.53460
H  1.01413  0.87455  1.63752
H  0.96722  2.92566  2.83224
H  -0.22389  4.90647  1.89391
H  -1.35837  4.72780  -0.28040
H  -1.36931  2.60532  -1.53652
H  -3.45782  -2.23573  -1.04211
H  -4.28355  -0.70136  -0.98744
H  -5.46654  -2.28503  0.25717
H  -4.18561  -2.88970  1.07690
H  -4.45983  -1.49199  2.72040
H  -5.98341  -1.05873  2.00804
H  -4.32796  0.77481  2.60952
H  -2.22555  0.35146  2.07925
H  -2.65535  1.24672  0.65198
C  4.24800  -0.34138  -0.24373
Cl  2.66017  0.36740  0.13579
Cl  5.00921  -0.88124  1.25973
Cl  4.01644  -1.72315  -1.32639
Cl  5.26545  0.85640  -1.02094
C  9.21137  0.30872  -2.46472
Cl  10.09702  1.60861  -1.65970
Cl  10.35569  -0.88507  -3.07685
Cl  8.09625  -0.44347  -1.31261
Cl  8.28146  0.97579  -3.81487
C  7.69558  -4.47502  -1.31042
Cl  6.59442  -4.59344  -2.69071
Cl  7.68129  -5.99642  -0.41215
Cl  9.32755  -4.14657  -1.88446
Cl  7.16014  -3.16397  -0.25171
C  2.50711  4.17475  -3.21887
Cl  1.99495  3.76536  -4.86019
Cl  1.43949  3.36199  -2.05372
Cl  4.17600  3.65828  -2.97864
Cl  2.39356  5.92047  -2.98248

Total charge = +1
Frontier orbital gap = 8.73 eV
Electronic energy = -256410.305 eV
E_HOMO = -11.6127 eV

---

3.
Below is 18 unconnected molecules or ions with the total composition C21H26Cl51NO10P2 in a non-equilibrium geometry, with properties calculated with ωB97M-V/def2-TZVPD.

Atoms and positions in Å:
N  1.72193  -0.37135  -0.68964
P  1.59891  -1.90636  -0.66840
O  2.85069  -2.63142  -1.29515
O  1.47865  -2.50541  0.78369
C  0.14374  -2.51116  -1.64728
C  0.19033  -3.93948  -2.17563
O  0.05832  -4.93501  -1.23410
O  1.21606  -4.94985  -0.37652
O  0.13612  -1.69600  -2.82837
C  -0.54237  -0.55022  -2.56977
O  -0.63214  0.42379  -3.33584
O  -1.13457  -0.65786  -1.35792
C  -1.16057  -2.04391  -1.01288
P  -2.74025  -2.67752  -1.70929
O  -3.04684  -4.00477  -1.19577
O  -2.80500  -2.52810  -3.26796
O  -3.76941  -1.61481  -1.24424
H  1.70684  0.00939  0.24014
H  3.18579  -2.04655  -1.99103
H  0.85540  -1.96508  1.29224
H  1.06574  -4.07104  -2.79523
H  -0.65344  -4.05381  -2.81648
H  1.97573  -4.72257  -0.93373
H  -1.14867  -2.22037  0.03823
H  -2.09528  -2.93701  -3.78930
H  -4.51005  -2.10301  -0.86309
C  -6.42718  0.63611  0.01247
Cl  -6.67507  1.27114  1.63658
Cl  -6.63097  -1.11930  -0.00599
Cl  -7.53355  1.40091  -1.12394
H  -5.41521  0.85484  -0.29848
C  4.96291  1.49786  -2.60075
Cl  4.39005  3.05031  -1.99910
Cl  6.03168  0.74098  -1.41786
Cl  3.62912  0.41052  -2.99468
H  5.53251  1.67313  -3.50222
C  5.38076  6.41295  -4.54370
Cl  3.73335  6.87220  -4.95523
Cl  5.77087  6.91096  -2.89748
Cl  5.60034  4.67277  -4.74704
H  6.06106  6.91508  -5.21644
C  0.88211  2.68382  -5.53411
Cl  -0.67077  3.22599  -6.17167
Cl  1.81764  1.86253  -6.79166
Cl  1.78963  4.03922  -4.87389
H  0.69179  1.97926  -4.73651
C  1.21894  -1.08910  4.73911
Cl  0.59832  0.02104  5.94956
Cl  1.35084  -2.71704  5.39905
Cl  0.18034  -1.08289  3.30240
H  2.20447  -0.76013  4.44096
C  4.90706  -1.52280  -6.44478
Cl  6.05076  -0.45557  -5.63371
Cl  5.64655  -3.09684  -6.72902
Cl  3.38867  -1.70647  -5.55846
H  4.67255  -1.08563  -7.40480
C  -1.99223  -2.28064  7.53803
Cl  -1.70570  -1.88383  9.23533
Cl  -2.15365  -4.01990  7.30766
Cl  -3.42333  -1.43690  6.93785
H  -1.13951  -1.94305  6.96683
C  -1.50565  -2.65124  -7.10333
Cl  -2.60551  -1.38646  -6.57381
Cl  -0.15601  -1.99179  -8.01402
Cl  -0.91209  -3.56946  -5.70398
H  -2.04534  -3.33418  -7.74311
C  -0.31425  2.34699  9.08122
Cl  -0.49099  3.86877  8.20075
Cl  -1.45355  1.13406  8.49212
Cl  1.33264  1.73593  8.95665
H  -0.52546  2.53497  10.12373
C  3.26211  5.30869  -9.10101
Cl  4.30147  6.38001  -8.16598
Cl  4.09686  3.78946  -9.45268
Cl  1.75305  4.99961  -8.25165
H  3.03343  5.79235  -10.03935
C  -8.70645  -0.93027  8.06638
Cl  -9.06098  -0.30104  9.67481
Cl  -8.92193  -2.67978  8.01627
Cl  -9.70691  -0.13844  6.84922
H  -7.67146  -0.71389  7.84319
C  6.48131  3.21676  -12.30240
Cl  5.15303  3.72957  -13.34183
Cl  6.63818  1.45980  -12.30540
Cl  7.99257  3.98268  -12.78928
H  6.25489  3.53140  -11.29396
C  4.74479  3.98276  9.48636
Cl  3.11805  4.55409  9.13783
Cl  5.16796  4.24681  11.17781
Cl  4.83667  2.26912  9.07236
H  5.44532  4.52956  8.87257
C  0.94793  -4.70962  10.77963
Cl  1.58029  -6.33611  11.03192
Cl  1.75259  -3.55306  11.84074
Cl  1.11320  -4.22598  9.09453
H  -0.10467  -4.71527  11.02400
C  4.99461  -1.75916  8.52695
Cl  3.46453  -1.20615  7.83632
Cl  6.33595  -1.41262  7.43653
Cl  5.25947  -1.02157  10.10468
H  4.93442  -2.82943  8.65961
C  -5.80129  1.59204  -6.88540
Cl  -6.43665  2.96975  -5.98945
Cl  -4.67699  0.66317  -5.89251
Cl  -7.10961  0.56718  -7.47410
H  -5.25924  1.96855  -7.74060
C  -11.38583  0.02813  3.43207
Cl  -11.99365  1.02518  4.75472
Cl  -12.71711  -0.55498  2.43282
Cl  -10.21936  0.92036  2.45810
H  -10.88507  -0.82924  3.85899

Total charge = 0
Frontier orbital gap = 9.61 eV
Electronic energy = -701384.600 eV
E_HOMO = -9.5883 eV